Record 1
The following is a DFT calculation (ωB97M-V/def2-TZVPD) of a 4-piece molecular cluster, C19H24BF14NO14PS2 overall at a distorted geometry.

Properties
calculated total energy = -119933.13073 eV
molecular weight = 862.29 g/mol
net charge = -1

Element x y z (Å)
S: -1.4357 -4.6999 -4.8120
S: 4.2310 -5.7650 -4.3903
P: -0.6962 -3.8223 -3.2680
F: -0.1085 2.2368 0.2892
F: 0.1458 6.0421 4.0642
F: 6.0734 -7.5540 -4.4787
F: -7.0049 2.6920 1.4904
F: -5.4346 3.6382 0.3525
F: 4.2988 -8.9899 -2.2063
F: 0.4434 6.0243 6.2091
F: 4.5495 -9.4743 -4.2773
F: -5.2307 3.3952 2.4981
F: -0.9886 2.3785 -1.6777
F: 2.9056 -8.2523 -3.6571
F: 0.3307 7.9033 5.1453
F: 5.6285 -6.8954 -2.4508
F: 0.9826 1.5250 -1.4440
O: -2.2595 7.6790 5.8059
O: -5.5938 0.4146 1.4111
O: -2.1815 5.5031 5.2090
O: 3.0562 -3.2943 0.2427
O: 3.0995 -3.9283 -2.5193
O: -1.7430 -3.7867 -2.0448
O: 3.7333 -6.2347 -5.6557
O: -0.3861 -2.2767 -3.5173
O: 0.4546 4.6072 -2.0745
O: 1.7605 4.0311 -0.3280
O: 1.7619 -2.2605 -1.8395
O: 5.2866 -4.7833 -4.4378
O: 1.5143 -5.1420 -3.6704
O: -3.7828 1.6082 0.7792
N: -0.0302 -1.5074 -0.3604
C: 0.1513 2.4667 -1.0023
C: -5.6891 2.8176 1.3732
C: 2.1197 -4.1504 -0.3677
C: -2.9978 0.4009 0.5863
C: 0.8502 -4.5834 -2.5959
C: 5.0778 -7.2410 -3.6259
C: 3.0097 -3.3731 1.6417
C: 0.8156 -1.8464 -1.0712
C: -5.0217 1.4390 1.1834
C: -1.6799 6.7013 5.4380
C: -3.3108 -0.2603 -0.7323
C: 2.4945 5.2672 -0.4367
C: 4.1806 -8.5135 -3.4453
C: 1.7465 6.4139 0.2053
C: -0.1551 6.6704 5.2024
C: 0.7898 3.8560 -1.2085
C: -4.4009 5.8715 4.2479
C: -3.6024 5.3568 5.4236
C: 1.9478 -3.7175 -1.8169
B: 2.8831 -5.2315 -3.1352
H: -4.2662 6.9451 4.1198
H: -2.6408 -1.1076 -0.8736
H: 2.3567 7.3162 0.1791
H: -3.8779 5.8565 6.3512
H: 2.4870 -5.1738 -0.3535
H: 2.0116 -3.1436 2.0226
H: 2.8920 -6.1440 -2.2883
H: 3.4334 5.0782 0.0779
H: -3.7544 4.2885 5.5565
H: 3.3098 -4.3614 1.9987
H: 1.1753 -4.1237 0.1874
H: -1.2344 -1.8165 -3.5595
H: -4.3403 -0.6167 -0.7745
H: -3.1585 -0.2711 1.4275
H: -3.1659 0.4446 -1.5523
H: 3.7022 -2.6370 2.0350
H: -1.9633 0.7245 0.6051
H: 2.7143 5.4645 -1.4849
H: -5.4599 5.6733 4.4054
H: 1.5111 6.1806 1.2424
H: 0.5438 -5.3646 -1.8797
H: -1.4301 -4.2907 -1.2860
H: -4.0871 5.3818 3.3294
H: 0.8122 6.6138 -0.3175

Record 2
The following is a DFT calculation (ωB97M-V/def2-TZVPD) of an isolated ion of composition C7H17N2 and charge +1 at a distorted geometry.

Properties
SMILES = C=C(C)[C@@H](C)[C@H]([NH3+])CN
energy relative to the best compared isomer or geometry (same formula, charge and spin) = 155.4 kJ/mol
calculated total energy = -10506.93932 eV
molecular weight = 129.23 g/mol
net charge = +1

Element x y z (Å)
N: -0.1913 2.1291 -0.6234
N: -1.6007 0.9782 -2.3603
C: -1.1837 -0.0345 -1.4665
C: 0.2814 0.1619 0.7902
C: -1.0365 -1.8378 1.5032
C: 1.3277 -2.1705 0.8214
C: 0.0961 -1.3563 1.0458
C: 0.0755 0.6323 -0.7657
C: 1.5431 0.7732 1.3184
H: 0.6872 2.6696 -0.6885
H: -0.5737 2.3661 0.3592
H: 1.7558 -1.9599 -0.1388
H: 0.9985 0.5627 -1.2708
H: 1.5091 0.3553 2.2804
H: -0.5098 0.7322 1.3147
H: -2.4296 0.7720 -2.9413
H: -1.8902 -1.1834 1.8350
H: -0.8921 1.0846 -3.1174
H: -1.2945 -2.8424 1.7393
H: 1.0618 -3.2158 0.8600
H: -1.9240 -0.3109 -0.7603
H: 2.0832 -2.1432 1.6038
H: 2.4050 0.5077 0.7225
H: -1.0415 2.2544 -1.4659
H: -0.7040 -0.7510 -2.0036
H: 1.4472 1.8265 1.4085

Record 3
The following is a DFT calculation (ωB97M-V/def2-TZVPD) of an isolated molecule of C6H12OS at a distorted geometry.

Properties
SMILES = COCSC=C(C)C
energy relative to the best compared isomer or geometry (same formula, charge and spin) = 176.4 kJ/mol
calculated total energy = -19297.55845 eV
molecular weight = 132.23 g/mol

Element x y z (Å)
S: -1.2306 0.7182 0.5423
O: -0.1555 2.3596 2.3247
C: -0.0454 -0.4356 -0.1177
C: -0.4708 0.9880 2.1112
C: -0.2072 -1.1662 -1.1882
C: 0.8200 -2.1442 -1.7293
C: 1.0667 2.7799 1.7135
C: -1.5298 -1.2756 -1.8825
H: 1.2209 3.8861 1.7095
H: 0.4422 0.3789 2.1833
H: 1.1443 2.3775 0.6391
H: 0.8935 -0.2546 0.3929
H: 1.5170 -2.4652 -0.9410
H: -2.2264 -1.9307 -1.3780
H: 0.2685 -3.0234 -1.9369
H: 1.2127 -1.7508 -2.6483
H: -1.3116 -1.6724 -2.8266
H: -2.0104 -0.3607 -1.9991
H: 1.8438 2.2944 2.2719
H: -1.2419 0.6969 2.7592

How do the records compare in lowest unoccupied orbital energy? In the order shown, they have 1.75 -3.00 0.96 eV.
How do the records compare in highest occupied orbital energy? In the order shown, they have -6.44 -13.02 -8.10 eV.